No. 1
The following is a quantum chemistry calculation of 6 unconnected molecules or ions with the total composition C12H36O6S6, from the OMol25 dataset.

Structure (XYZ):
```
60
Properties=species:S:1:pos:R:3:forces:R:3:mulliken_charge:R:1
C -15.586703 -7.576960 6.981884 0.182 0.148 0.116 -1.079
H -19.180752 -3.080254 3.325401 -0.156 -0.447 0.253 0.341
H -18.419356 0.233543 11.430484 0.066 -0.518 0.112 0.350
O -17.702112 -6.033526 7.066886 -0.170 -0.874 -0.283 -0.607
H -19.360613 -3.536126 7.177949 0.250 -0.031 -0.139 -0.129
O -16.970790 -8.455417 15.577928 -0.197 0.234 -0.162 -0.609
H -15.113861 -6.629500 7.240656 -0.012 -0.054 0.205 0.317
H -17.062767 -1.574917 10.137355 -0.064 0.050 -0.090 0.428
H -17.248749 -4.952014 15.029372 -0.171 0.098 0.335 0.360
S -19.949881 -6.709125 10.863797 -0.243 0.550 -0.018 0.442
H -19.135420 -8.727789 6.682970 0.027 -0.101 1.001 0.342
C -20.386323 -12.412803 14.204228 1.480 0.011 -0.431 -0.909
S -16.386616 -7.127621 15.231793 0.780 -1.011 0.148 0.455
H -16.658381 -7.331952 12.851098 0.231 -0.289 -0.331 -0.004
H -18.404602 -6.084607 15.905039 0.390 0.195 0.346 0.361
H -21.085653 -4.716633 11.864380 -0.730 -0.519 -0.078 0.427
C -18.046975 -8.784528 6.678422 0.091 0.858 -1.190 -1.105
C -20.516733 -5.576741 12.207565 1.681 -0.382 -0.926 -0.830
H -15.134710 -8.375879 7.568310 0.146 -0.103 -0.250 0.395
H -20.038928 -1.610178 3.128361 -0.355 0.099 0.172 0.337
C -20.043840 -2.534675 3.705897 -0.159 0.465 0.390 -0.960
C -19.228490 -5.491713 9.740033 -0.400 0.271 -0.509 -0.775
H -15.292947 -6.260636 13.391647 -0.049 -0.002 -0.486 0.351
H -17.750160 -3.044273 9.434121 0.258 -0.387 0.304 0.129
H -17.607662 -2.816474 11.279612 0.077 -0.389 -0.179 0.348
H -19.378025 -5.906091 8.746285 0.438 -0.066 -0.066 0.184
C -19.937361 -3.642578 6.259073 -0.313 -0.849 1.176 -0.615
H -17.600615 -9.674921 7.111904 -0.327 -0.168 0.054 0.381
O -19.786491 -1.664461 8.741227 0.198 -0.220 1.328 -0.551
H -18.318529 -6.070306 14.176832 0.234 -0.241 -0.096 -0.272
C -19.217899 -0.038560 10.744828 -0.615 0.527 -0.714 -1.069
H -17.882977 -8.746273 5.595025 0.678 0.053 0.142 0.371
C -17.776612 -2.382638 10.295937 -0.100 0.832 -0.020 -0.833
S -20.251174 -12.182460 12.388671 -3.290 0.883 0.703 0.460
S -17.269158 -7.386220 7.562941 -0.279 0.483 0.099 0.642
H -20.927333 -6.314146 12.888366 -0.381 0.635 0.472 0.369
S -19.477687 -1.772150 10.216587 -0.050 0.606 -0.817 0.505
H -20.927061 -13.309653 14.487840 0.052 -0.197 -0.455 0.330
H -19.418212 -10.075558 11.512170 -0.783 0.148 -0.217 0.326
H -20.993613 -3.059550 3.645869 0.040 -0.077 -0.283 0.296
H -18.176966 -5.285133 9.922548 0.069 -0.438 0.192 0.452
H -19.739660 -4.525940 9.690599 -0.346 -0.193 0.449 0.207
H -15.016184 -7.997736 13.447372 -0.266 -0.275 -0.026 0.351
C -15.783331 -7.233091 13.489402 -0.607 1.218 1.286 -0.596
H -20.433628 -9.786143 13.045105 -0.587 -0.134 -0.507 0.307
H -18.830517 -10.369869 13.048188 -0.042 -0.352 0.133 0.349
S -19.677100 -2.079143 5.432896 0.038 1.014 0.596 0.478
C -19.769202 -10.430747 12.477871 1.682 -0.396 0.534 -0.866
H -19.087074 0.482890 9.791855 0.387 -0.185 -0.033 0.360
H -20.938220 -3.832577 6.661460 -0.309 0.646 -0.574 0.407
C -17.713930 -5.936146 15.078254 -0.399 -0.022 -1.072 -0.381
O -21.711366 -12.205103 11.931978 1.776 -0.074 -0.131 -0.639
H -19.576197 -5.128821 12.539009 -0.033 -0.297 0.514 0.036
H -19.640138 -4.576888 5.783445 0.416 0.386 -0.490 0.460
H -15.470193 -7.688682 5.905161 -0.272 -0.292 0.004 0.335
O -20.656207 -1.090660 6.027762 0.481 -1.139 -1.266 -0.599
H -19.311507 -12.520891 14.398086 -0.214 -0.115 0.796 0.331
O -18.829460 -7.525769 11.435931 -0.183 0.476 0.055 -0.518
H -20.169292 0.366801 11.093395 0.007 -0.321 0.320 0.336
H -20.789750 -11.574837 14.766339 -0.048 0.269 -0.400 0.291
```
Positions in Å, forces in eV/Å.

Energy above the lowest of the compared OMol25 structures with the same formula, charge and spin in kJ/mol: 168.80
Largest force on an atom in eV/A: 3.5
Charge: 0

***

No. 2
The following is a quantum chemistry calculation of 8 unconnected molecules or ions with the total composition C12H37F3I2N15O9P, from the OMol25 dataset.

Structure (XYZ):
```
79
Properties=species:S:1:pos:R:3:forces:R:3:mulliken_charge:R:1
O 5.666493 -0.247287 -1.914996 0.180 0.299 0.024 -0.282
H -10.768557 -3.401262 2.052029 0.025 0.021 0.010 0.153
N -9.022310 -2.561699 3.690829 0.156 0.019 0.072 -0.319
H -9.834729 -1.976204 3.656652 -0.023 -0.053 -0.064 0.136
H -6.692915 -4.717137 1.092057 -0.022 0.016 0.155 0.184
C -0.360380 -0.207790 -3.419409 1.115 0.001 -0.195 -0.586
N 0.564645 6.684614 -4.395071 -0.030 -0.009 -0.091 -0.407
N 2.838270 -0.062394 1.119651 -0.110 0.016 0.130 -0.215
H 2.483104 -0.388761 3.565813 -0.065 0.053 0.003 0.225
N -5.392010 -2.598804 0.740053 0.014 0.178 0.001 -0.258
N 8.342182 1.434631 -3.268799 0.165 0.132 0.026 -0.283
H -6.201097 -1.892933 8.650051 0.016 0.018 -0.025 0.167
C 1.943138 -1.081253 0.960597 0.225 0.040 -0.085 0.713
O -6.789541 -2.033203 5.533253 -0.080 0.060 -0.097 -0.713
O 4.839907 1.546051 -2.751769 -0.210 0.066 0.404 -0.236
H 11.254147 2.743229 -3.655208 -0.025 -0.001 0.007 0.230
C -5.378503 -3.650616 -0.131508 -0.056 0.078 0.193 0.548
H 2.634437 7.511350 -3.174668 -0.017 -0.012 -0.011 0.154
C -6.442652 -1.552157 6.599606 0.088 0.079 0.181 0.616
N 2.843705 -0.492744 4.498444 0.041 -0.072 -0.104 -0.311
C 9.283371 2.427682 -3.265328 0.041 -0.091 -0.017 0.608
H 1.760725 -3.088845 1.252545 -0.001 0.023 -0.029 0.219
O 0.829781 -0.915965 0.498677 -0.078 -0.046 -0.110 -0.677
H -2.170826 0.670427 -4.161466 -0.187 0.380 -0.246 0.426
C 3.522816 0.570847 5.027166 -0.037 -0.109 0.046 0.570
N -5.984888 -0.271293 6.708475 -0.041 0.039 -0.071 -0.383
N -9.944666 -3.968018 2.111692 -0.004 -0.117 -0.051 -0.377
I 1.968909 2.482708 -1.398094 0.058 0.535 0.768 -0.352
C 2.654968 -0.949322 -4.263486 -0.132 0.626 0.586 0.622
C -1.720137 0.381340 -3.229479 -0.526 -1.028 0.264 -1.095
H 2.690961 -1.353724 4.987662 -0.022 0.036 0.033 0.158
F 3.945307 -1.278969 -4.345798 1.183 -0.143 0.019 -0.264
N 10.540784 2.038690 -3.646540 0.069 0.008 -0.019 -0.376
H 2.426735 -0.255955 -1.995156 0.090 -0.065 -0.140 -0.134
H -5.691978 0.142253 7.572886 0.008 -0.031 0.000 0.165
H 10.776441 1.101648 -3.911255 -0.027 0.003 0.010 0.160
H 0.315989 1.797408 -3.403593 0.054 0.615 0.284 0.674
H -0.025752 -0.672313 -2.504857 -0.035 -0.153 0.515 0.379
H 3.859355 -0.456751 6.826161 -0.022 0.003 -0.023 0.156
H 3.762225 -0.185574 1.491194 0.004 0.012 -0.020 0.177
H 4.496948 1.146485 6.716913 -0.012 -0.003 -0.022 0.228
N 2.391988 -2.316397 1.359709 -0.053 -0.108 0.120 -0.424
C -8.888491 -3.684272 2.935813 -0.214 0.231 0.049 0.624
C 3.840915 1.502645 -3.747357 -0.032 0.173 -0.040 -0.974
N 3.993317 0.385713 6.300912 0.047 0.023 0.069 -0.392
P 2.332557 0.574136 -3.120660 -0.161 -0.031 -0.526 0.369
H -8.261143 -2.310548 4.309777 0.018 -0.088 0.020 0.339
F 2.226025 -0.801791 -5.509356 -0.324 0.309 -1.228 -0.287
C 1.051812 6.137080 -3.236450 0.084 0.042 0.038 0.640
C 0.661943 0.878093 -3.825627 -0.304 0.010 0.286 -1.084
N 5.731370 0.429046 -2.855646 -0.346 -0.881 -0.170 0.175
H 0.986170 7.464556 -4.861852 0.013 -0.007 0.028 0.155
H -0.348538 -0.989662 -4.161826 -0.229 -0.327 -0.255 0.414
O 3.700094 1.603946 4.412226 0.053 0.065 -0.050 -0.623
H -1.720958 1.160354 -2.490548 -0.059 0.426 0.148 0.494
H 3.520346 2.516229 -3.894142 -0.249 0.507 0.015 0.670
H 3.306237 -2.479319 1.737309 0.015 0.035 -0.042 0.179
H 2.563132 6.348734 -1.895914 -0.013 -0.030 -0.028 0.219
H -5.939856 0.273041 5.866969 0.022 -0.020 0.010 0.218
O 9.024971 3.572520 -2.949072 -0.008 0.066 0.007 -0.630
N -6.482941 -2.263005 7.762620 -0.053 -0.081 0.012 -0.386
O -7.896260 -4.398026 2.981118 0.187 -0.063 -0.258 -0.705
H -6.811987 -3.209494 7.709249 0.018 0.014 -0.019 0.223
N 2.179732 6.730835 -2.741266 0.062 0.035 0.052 -0.388
I -3.001975 -1.179511 -2.440728 -0.021 0.165 -0.082 0.016
H -5.921073 -2.597472 1.593467 0.006 -0.102 0.011 0.162
H 0.683547 1.045779 -4.890468 0.324 -0.265 -0.507 0.574
H -4.833206 -1.799166 0.504327 0.013 -0.034 -0.006 0.158
H -0.262608 6.271886 -4.782943 0.003 0.008 0.029 0.219
F 2.039486 -2.006930 -3.769213 -0.726 -1.159 0.571 -0.257
H -6.170038 -5.504720 -0.362854 0.056 0.045 -0.019 0.182
N -6.151070 -4.706704 0.243412 -0.139 -0.170 -0.025 -0.344
H 2.544436 0.860204 0.835762 0.057 -0.034 -0.043 -0.021
H 7.411484 1.684176 -2.995656 0.198 0.147 -0.110 0.242
O -4.722465 -3.637595 -1.162144 0.071 0.025 -0.158 -0.609
H 4.213792 1.141662 -4.700390 0.143 -0.453 -0.093 0.615
O 0.525279 5.189344 -2.687868 -0.213 0.078 -0.116 -0.555
H -9.875168 -4.789684 1.541148 0.000 0.018 0.009 0.227
H 8.534711 0.485932 -3.527726 -0.020 0.009 -0.011 0.164
```
Positions in Å, forces in eV/Å.

SMILES: O=NOC[PH](I)(CCCI)C(F)(F)F.NC(N)=O.NC(N)=O.NC(N)=O.NC(N)=O.NC(N)=O.NC(N)=O.NC(N)=O
Largest force on an atom in eV/A: 1.5
Charge: 0

***

Number 1: Kohn-Sham gap 0.30442 Eh, HOMO level -0.30059 Ha, DFT total energy -90317.4747 eV. Number 2: Kohn-Sham gap 0.27963 Eh, HOMO level -0.30160 Ha, DFT total energy -87469.5382 eV.